Record 1
A 6-piece molecular cluster, C10H32O11 overall at a distorted geometry, computed with ωB97M-V with the def2-TZVPD basis set.

```
53
Properties=species:S:1:pos:R:3:lowdin_charge:R:1
O 29.828 -16.935 -4.050 -0.04
C 29.490 -15.906 -3.207 -0.31
C 29.745 -14.644 -3.894 -0.28
O 29.885 -13.652 -2.913 -0.09
H 29.698 -16.585 -4.943 0.09
H 28.442 -15.884 -3.060 0.11
H 30.029 -16.035 -2.244 0.15
H 28.899 -14.492 -4.615 0.15
H 30.720 -14.673 -4.472 0.15
H 29.057 -13.084 -2.808 0.11
O 28.333 -11.310 -3.327 -0.09
C 28.936 -10.255 -4.090 -0.20
C 28.328 -10.274 -5.514 -0.20
O 29.067 -9.254 -6.244 -0.08
H 27.490 -10.995 -3.020 0.09
H 28.533 -9.370 -3.578 0.13
H 29.987 -10.291 -4.148 0.08
H 27.179 -10.176 -5.611 0.15
H 28.682 -11.242 -5.990 0.10
H 28.444 -8.747 -6.738 0.06
O 31.401 -9.429 -0.774 -0.10
C 31.555 -8.545 0.335 -0.20
C 32.991 -8.859 0.791 -0.27
O 33.133 -8.331 2.037 -0.05
H 30.477 -9.528 -1.126 0.12
H 31.643 -7.561 -0.045 0.10
H 30.779 -8.476 1.068 0.12
H 33.742 -8.474 0.084 0.13
H 33.211 -9.912 0.898 0.12
H 32.423 -8.562 2.628 0.09
O 31.674 -10.751 -6.604 -0.11
C 31.625 -11.375 -7.881 -0.24
C 30.270 -12.005 -8.042 -0.26
O 30.200 -12.931 -9.117 -0.03
H 31.562 -11.465 -5.870 0.07
H 31.663 -10.644 -8.732 0.14
H 32.430 -12.072 -7.973 0.11
H 29.502 -11.258 -8.163 0.11
H 29.989 -12.561 -7.134 0.11
H 30.118 -12.510 -9.915 0.03
O 31.602 -12.107 -4.363 -0.09
C 32.462 -11.533 -3.360 -0.17
C 32.978 -10.072 -3.651 -0.24
O 33.811 -9.668 -2.587 -0.08
H 31.077 -12.706 -3.879 0.00
H 31.957 -11.429 -2.390 0.11
H 33.309 -12.207 -3.062 0.14
H 32.149 -9.310 -3.721 0.12
H 33.564 -10.125 -4.558 0.12
H 33.090 -9.642 -1.926 0.05
O 32.725 -7.015 -2.509 -0.01
H 32.187 -6.697 -3.171 -0.01
H 33.132 -7.831 -2.831 0.00
```

Summary:
SMILES string = OCCO.OCCO.OCCO.OCCO.OCCO.O
LUMO level = 0.000 Eh

Record 2
A 11-piece molecular cluster, C66H90 overall at a distorted geometry, computed with ωB97M-V with the def2-TZVPD basis set.

```
156
Properties=species:S:1:pos:R:3:lowdin_charge:R:1
C -8.855 6.729 2.819 -0.08
C -7.697 6.929 2.099 -0.14
C -6.826 5.974 1.754 -0.10
C -7.172 4.643 2.026 -0.09
C -8.375 4.352 2.625 -0.10
C -9.200 5.395 3.053 -0.09
H -9.468 7.529 3.208 0.10
H -7.364 7.940 1.921 0.10
H -5.881 6.146 1.260 0.10
H -6.561 3.820 1.688 0.10
H -8.640 3.337 2.884 0.10
H -10.102 5.128 3.584 0.10
C 6.354 6.316 4.071 -0.11
C 6.292 7.139 5.165 -0.08
C 5.457 6.701 6.251 -0.07
C 4.700 5.516 6.191 -0.10
C 4.809 4.724 5.078 -0.11
C 5.622 5.137 4.060 -0.11
H 6.912 6.569 3.182 0.10
H 6.880 8.043 5.230 0.10
H 5.359 7.321 7.130 0.09
H 4.022 5.226 6.980 0.10
H 4.134 3.900 4.895 0.10
H 5.725 4.502 3.193 0.10
C -2.884 -7.053 3.302 -0.11
C -2.018 -6.038 2.951 -0.08
C -0.683 -6.421 2.719 -0.10
C -0.211 -7.682 2.966 -0.12
C -1.092 -8.664 3.249 -0.11
C -2.427 -8.345 3.566 -0.07
H -3.915 -6.762 3.445 0.10
H -2.367 -5.041 2.725 0.10
H -0.011 -5.636 2.403 0.10
H 0.820 -7.995 2.892 0.11
H -0.739 -9.667 3.442 0.10
H -3.037 -9.141 3.965 0.10
C 1.361 0.170 0.569 -0.08
C 0.107 -0.237 0.120 -0.12
C -0.866 0.650 -0.128 -0.12
C -0.668 2.031 -0.085 -0.08
C 0.570 2.445 0.346 -0.10
C 1.604 1.535 0.635 -0.09
H 2.141 -0.550 0.769 0.10
H -0.154 -1.285 0.088 0.10
H -1.813 0.268 -0.481 0.10
H -1.469 2.713 -0.329 0.10
H 0.791 3.494 0.479 0.10
H 2.543 1.851 1.065 0.10
C 8.088 -2.470 0.180 -0.09
C 8.781 -1.332 0.560 -0.10
C 8.375 -0.617 1.725 -0.08
C 7.356 -1.137 2.526 -0.10
C 6.729 -2.342 2.202 -0.11
C 7.021 -2.996 1.006 -0.08
H 8.225 -3.004 -0.748 0.09
H 9.546 -0.950 -0.099 0.09
H 8.811 0.358 1.886 0.09
H 7.029 -0.657 3.436 0.10
H 5.901 -2.677 2.809 0.09
H 6.433 -3.795 0.579 0.09
C -1.553 8.944 -2.450 -0.12
C -2.114 9.614 -1.362 -0.07
C -1.305 9.648 -0.214 -0.10
C -0.020 9.157 -0.204 -0.12
C 0.554 8.633 -1.335 -0.08
C -0.256 8.547 -2.482 -0.11
H -2.131 8.772 -3.346 0.10
H -3.140 9.945 -1.298 0.10
H -1.697 10.025 0.720 0.10
H 0.528 9.147 0.726 0.10
H 1.576 8.302 -1.447 0.10
H 0.135 8.127 -3.397 0.10
C -6.700 2.154 -5.354 -0.08
C -5.487 2.335 -4.623 -0.08
C -4.397 1.482 -4.900 -0.10
C -4.519 0.555 -5.914 -0.12
C -5.616 0.501 -6.764 -0.10
C -6.742 1.280 -6.467 -0.09
H -7.575 2.746 -5.132 0.09
H -5.372 3.056 -3.828 0.09
H -3.466 1.605 -4.368 0.10
H -3.767 -0.175 -6.174 0.10
H -5.648 -0.182 -7.601 0.10
H -7.564 1.279 -7.168 0.09
C 6.215 5.284 -2.360 -0.10
C 6.103 5.937 -3.578 -0.09
C 6.772 5.399 -4.690 -0.10
C 7.439 4.191 -4.583 -0.10
C 7.640 3.595 -3.343 -0.10
C 6.937 4.101 -2.278 -0.11
H 5.785 5.647 -1.438 0.10
H 5.559 6.863 -3.691 0.10
H 6.579 5.914 -5.620 0.10
H 7.855 3.796 -5.498 0.10
H 8.084 2.614 -3.258 0.10
H 6.990 3.573 -1.337 0.10
C -5.427 -4.132 -3.262 -0.12
C -4.108 -4.604 -2.656 -0.27
C -4.042 -6.131 -2.799 -0.23
C -4.171 -6.648 -4.254 -0.22
C -3.841 -8.164 -4.212 -0.26
C -3.761 -8.790 -5.633 -0.11
H -6.228 -4.617 -2.704 0.08
H -5.518 -4.282 -4.338 0.07
H -5.483 -3.047 -3.175 0.07
H -3.281 -4.074 -3.129 0.10
H -4.005 -4.337 -1.605 0.10
H -4.893 -6.521 -2.241 0.11
H -3.088 -6.520 -2.442 0.10
H -5.184 -6.532 -4.638 0.10
H -3.589 -6.029 -4.937 0.11
H -2.921 -8.316 -3.646 0.09
H -4.524 -8.768 -3.614 0.10
H -2.796 -8.486 -6.040 0.06
H -3.618 -9.870 -5.613 0.06
H -4.551 -8.517 -6.333 0.07
C 0.366 -1.001 6.455 -0.13
C 0.198 -1.139 7.931 -0.28
C 1.554 -1.132 8.658 -0.24
C 1.485 -1.508 10.125 -0.25
C 0.742 -0.577 11.091 -0.23
C 1.332 0.885 11.063 -0.10
H -0.627 -0.866 6.025 0.07
H 0.933 -1.845 6.063 0.08
H 0.851 -0.068 6.171 0.07
H -0.472 -0.388 8.350 0.11
H -0.191 -2.148 8.072 0.11
H 2.037 -0.160 8.558 0.10
H 2.250 -1.794 8.143 0.11
H 1.151 -2.545 10.117 0.10
H 2.504 -1.688 10.470 0.10
H -0.310 -0.600 10.806 0.09
H 0.841 -0.977 12.100 0.10
H 1.032 1.492 11.916 0.06
H 2.421 0.847 11.023 0.07
H 1.075 1.498 10.199 0.06
C -1.245 -4.838 -8.594 -0.13
C -0.063 -3.969 -8.166 -0.25
C 0.465 -4.310 -6.720 -0.22
C 1.583 -3.378 -6.244 -0.23
C 1.638 -3.302 -4.705 -0.27
C 1.695 -4.612 -3.886 -0.10
H -1.632 -4.716 -9.606 0.07
H -2.119 -4.740 -7.951 0.06
H -0.981 -5.893 -8.520 0.06
H 0.729 -3.915 -8.914 0.10
H -0.511 -2.976 -8.122 0.10
H 0.635 -5.348 -6.436 0.10
H -0.414 -4.110 -6.106 0.10
H 2.569 -3.719 -6.559 0.11
H 1.456 -2.381 -6.666 0.11
H 2.428 -2.596 -4.450 0.10
H 0.727 -2.760 -4.449 0.09
H 0.985 -5.360 -4.239 0.06
H 2.700 -5.034 -3.920 0.07
H 1.516 -4.392 -2.834 0.06
```

Summary:
SMILES string = c1ccccc1.c1ccccc1.c1ccccc1.c1ccccc1.c1ccccc1.c1ccccc1.c1ccccc1.c1ccccc1.CCCCCC.CCCCCC.CCCCCC
LUMO level = 0.005 Eh

Record 3
C47H43BrN6O2ReS2 as an isolated structure at a distorted geometry, computed with ωB97M-V with the def2-TZVPD basis set.

```
102
Properties=species:S:1:pos:R:3:lowdin_spin:R:1
Re -1.037 0.920 -1.050 0.86
C -2.522 4.160 1.564 0.00
O -1.823 4.679 0.427 0.02
C -1.348 3.671 -0.240 0.02
N -1.515 2.477 0.274 0.00
C -2.193 2.637 1.561 0.00
C -1.359 2.266 2.774 0.00
C -1.983 2.261 4.023 0.00
C -1.233 2.098 5.173 0.00
C 0.142 1.900 5.092 0.00
C 0.762 1.886 3.850 0.00
C 0.017 2.078 2.699 0.00
C -0.729 3.792 -1.559 0.00
C -0.324 4.955 -2.209 0.00
C 0.234 4.835 -3.478 0.01
C 0.368 3.581 -4.068 0.00
C -0.083 2.468 -3.361 0.01
N -0.618 2.588 -2.141 0.00
C -0.150 1.083 -3.826 0.00
N -0.672 0.158 -3.061 0.01
C -0.918 -1.003 -3.931 0.00
C -0.032 -0.668 -5.159 0.00
O 0.205 0.738 -5.029 0.00
C -0.675 -2.387 -3.394 0.00
C -1.188 -3.459 -4.131 0.00
C -0.983 -4.757 -3.709 0.00
C -0.283 -5.003 -2.532 0.00
C 0.227 -3.939 -1.794 0.00
C 0.042 -2.639 -2.228 0.00
H -3.588 4.364 1.427 0.00
H -2.179 4.686 2.457 0.00
H -3.105 2.028 1.553 0.00
H -3.047 2.427 4.089 0.00
H -1.713 2.158 6.138 0.00
H 0.724 1.786 5.993 0.00
H 1.836 1.788 3.781 0.00
H 0.507 2.116 1.735 0.00
H -0.443 5.915 -1.727 0.00
H 0.555 5.720 -4.006 0.00
H 0.800 3.463 -5.050 0.00
H -1.981 -0.950 -4.221 0.00
H -0.500 -0.863 -6.124 0.00
H 0.933 -1.185 -5.125 0.00
H -1.747 -3.275 -5.036 0.00
H -1.374 -5.581 -4.285 0.00
H -0.157 -6.014 -2.178 0.00
H 0.768 -4.149 -0.882 0.00
H 0.437 -1.805 -1.661 0.00
S -1.096 -0.691 0.749 0.01
C 0.527 -1.100 1.126 0.01
N 0.780 -2.115 1.945 -0.01
C 2.144 -2.597 2.055 0.00
C 3.109 -1.430 2.108 0.00
N 2.890 -0.571 0.961 0.02
C 4.063 0.116 0.461 0.00
C 5.048 -0.811 -0.225 0.00
C 6.406 -0.737 0.091 0.00
C 7.330 -1.483 -0.622 0.00
C 6.899 -2.344 -1.630 0.00
C 5.542 -2.429 -1.944 0.00
C 4.621 -1.680 -1.235 0.00
C 1.649 -0.377 0.526 0.00
S 1.348 0.787 -0.679 0.01
C -0.229 -2.835 2.698 0.00
C -0.130 -2.490 4.175 0.00
C 0.619 -3.279 5.042 0.00
C 0.685 -2.970 6.398 0.00
C 0.015 -1.860 6.894 0.00
C -0.759 -1.092 6.037 0.00
C -0.806 -1.382 4.677 0.00
H 2.368 -3.232 1.188 0.00
H 2.236 -3.197 2.958 0.00
H 4.139 -1.789 2.095 0.00
H 2.955 -0.848 3.024 0.00
H 4.564 0.601 1.307 0.00
H 3.758 0.887 -0.251 0.00
H 6.749 -0.085 0.880 0.00
H 8.383 -1.398 -0.390 0.00
H 7.617 -2.951 -2.162 0.00
H 5.217 -3.075 -2.746 0.00
H 3.571 -1.751 -1.484 0.00
H -0.066 -3.908 2.558 0.00
H -1.216 -2.578 2.315 0.00
H 1.138 -4.158 4.685 0.00
H 1.246 -3.608 7.063 0.00
H 0.084 -1.613 7.942 0.00
H -1.353 -0.283 6.426 0.00
H -1.398 -0.761 4.023 0.00
C -5.424 3.630 -3.140 0.00
C -4.947 2.276 -2.752 0.00
C -5.684 1.118 -3.018 0.00
C -5.207 -0.102 -2.579 0.00
C -3.982 -0.152 -1.927 0.00
Br -3.338 -1.827 -1.328 0.01
N -3.224 0.932 -1.710 0.00
C -3.729 2.110 -2.102 0.00
H -6.421 3.582 -3.567 0.00
H -4.761 4.085 -3.875 0.00
H -5.450 4.294 -2.278 0.00
H -6.618 1.178 -3.555 0.00
H -5.777 -1.006 -2.734 0.00
H -3.139 2.989 -1.890 0.00
```

Summary:
Spin multiplicity = 2
Net charge = +4
LUMO level (alpha / beta) = -0.502 / -0.487 Eh

Record 4
A 2-piece molecular cluster, C9H12ClN2 overall at a distorted geometry, computed with ωB97M-V with the def2-TZVPD basis set.

```
24
Properties=species:S:1:pos:R:3:lowdin_charge:R:1
C 1.626 -1.269 -2.576 -0.05
C 2.245 -0.657 -1.481 -0.06
C 0.258 -1.177 -2.686 -0.05
C 1.481 0.052 -0.582 -0.07
C -0.504 -0.475 -1.756 -0.07
C 0.073 0.109 -0.689 -0.29
C -1.047 -0.472 1.944 -0.20
C -0.028 2.186 0.747 -0.07
C -0.757 0.918 0.291 -0.54
N -2.296 -0.359 2.083 0.14
N 0.057 -0.798 2.554 0.20
Cl -2.402 1.271 -0.191 0.83
H 2.201 -2.018 -3.217 0.14
H 3.309 -0.749 -1.239 0.12
H -0.277 -1.749 -3.312 0.07
H 1.967 0.565 0.272 0.12
H -1.570 -0.293 -2.051 0.11
H 0.277 2.395 1.779 0.11
H 0.829 2.291 0.068 0.09
H -0.691 2.942 0.469 0.04
H -2.837 0.069 1.352 0.00
H -2.943 -0.698 2.815 0.17
H 0.843 -0.809 1.944 0.10
H 0.187 -1.274 3.461 0.16
```

Summary:
Net charge = +1
LUMO level = -0.144 Eh

Record 5
A 4-piece molecular cluster, H6IO3 overall at a distorted geometry, computed with ωB97M-V with the def2-TZVPD basis set.

```
10
Properties=species:S:1:pos:R:3:lowdin_charge:R:1
I 0.263 -0.449 -1.647 -0.22
O 0.712 2.529 0.322 -0.07
H 0.826 1.788 -0.240 -0.15
H 0.958 2.273 1.169 -0.04
O 1.635 -0.391 1.723 -0.12
H 1.809 0.519 2.049 0.02
H 1.660 -0.309 0.772 -0.12
O -2.943 -1.967 -1.623 -0.11
H -2.055 -1.696 -1.774 -0.18
H -2.867 -2.301 -0.752 -0.01
```

Summary:
Net charge = -1
LUMO level = 0.127 Eh

Record 6
C18H14Cl5IN2Pt as an isolated structure at a distorted geometry, computed with ωB97M-V with the def2-TZVPD basis set.

```
41
Properties=species:S:1:pos:R:3:lowdin_spin:R:1
C 0.239 2.131 1.334 0.08
C 2.418 0.528 -1.157 0.22
H -0.832 2.367 1.306 0.01
H 0.853 2.943 0.900 0.03
H 0.551 1.978 2.359 0.01
H 2.066 0.277 -2.176 0.02
H 2.828 1.542 -1.193 0.03
H 3.204 -0.158 -0.808 0.02
C -1.910 1.654 -0.903 0.01
C -3.110 1.582 -1.596 0.00
C -3.319 0.558 -2.508 0.00
C -2.324 -0.405 -2.665 0.00
H -1.728 2.438 -0.179 0.00
H -3.863 2.325 -1.355 0.00
H -4.248 0.506 -3.074 0.00
H -2.417 -1.236 -3.342 0.00
N -0.957 0.721 -1.086 0.05
C -1.161 -0.356 -1.889 0.01
C -0.211 -1.464 -1.741 0.01
N 0.698 -1.327 -0.747 0.05
C 1.604 -2.283 -0.468 0.01
C 0.774 -3.609 -2.284 0.00
C 1.691 -3.431 -1.246 0.00
H 2.310 -2.096 0.332 0.00
H 2.494 -4.143 -1.058 0.00
C -0.196 -2.631 -2.522 0.00
H -0.925 -2.711 -3.330 0.00
H 0.832 -4.492 -2.922 0.00
Pt 0.824 0.669 0.148 0.44
I -1.803 1.280 4.277 0.91
Cl -1.944 -1.192 1.091 0.00
C -0.586 -1.290 2.121 0.03
C 0.567 -0.564 1.882 0.03
C 1.624 -0.676 2.781 0.00
Cl 3.093 0.163 2.440 0.02
C 1.540 -1.467 3.939 0.00
Cl 2.890 -1.637 4.972 0.00
C 0.356 -2.202 4.169 0.00
Cl 0.250 -3.229 5.514 0.00
C -0.710 -2.121 3.263 0.00
Cl -2.111 -3.062 3.504 0.00
```

Summary:
Spin multiplicity = 3
LUMO level (alpha / beta) = -0.025 / -0.104 Eh

Number 1: energy -1227.67543 Ha. Number 2: energy -2568.73367 Ha. Number 3: energy -5743.19829 Ha. Number 4: energy -919.52652 Ha. Number 5: energy -527.11481 Ha. Number 6: energy -3521.65131 Ha.